# 1
Formula: C4H4LuO2
Source: the Open Molecules 2025 dataset
Level of theory: ωB97M-V/def2-TZVPD

Output
net charge	+2
⟨S²⟩	0.75
orbital gap (spin up / spin down)	5.56 / 4.60	eV
ΔE to the lowest compared entry with this formula, charge and spin	34.0	kJ/mol
E_tot	-1539.9491	a.u.
spin multiplicity	2

Geometry (Å):
Lu -2.5249 4.1821 0.8202
O -1.5893 2.0390 0.0411
O 2.3239 -1.8905 -0.4175
C 1.0289 -2.0661 -0.1828
C -0.6913 1.2194 0.2353
C -0.6841 -0.0908 -0.3904
C 0.3357 -0.9039 -0.1463
H 0.1174 1.4368 0.9563
H -1.4571 -0.3138 -1.1318
H 2.3446 -0.7869 -0.3568
H 0.7963 -2.8252 0.5726

The net atomic charges from natural (NBO), expressed in e, are: atom 1 (Lu): 1.895, atom 2 (O): -0.821, atom 3 (O): -0.572, atom 4 (C): 0.196, atom 5 (C): 0.475, atom 6 (C): -0.408, atom 7 (C): 0.044, atom 8 (H): 0.177, atom 9 (H): 0.259, atom 10 (H): 0.504, atom 11 (H): 0.250


# 2
Formula: C16H32N2O3P
Source: the Open Molecules 2025 dataset
Level of theory: ωB97M-V/def2-TZVPD

Output
net charge	+1
orbital gap	6.67	eV
ΔE to the lowest compared entry with this formula, charge and spin	392.9	kJ/mol
E_tot	-1305.0033	a.u.
spin multiplicity	1

Geometry (Å):
P -5.9494 0.2837 -1.0354
O -7.8728 -3.6731 -1.7271
O -6.4301 -2.2654 -0.9692
O 6.5768 -0.8955 -0.1147
N -0.8412 0.6144 3.3683
N -7.7090 -2.9418 -0.8550
C -1.7463 -0.3842 3.6150
C 7.3287 -2.0878 -0.1536
C -1.1200 -1.3401 4.3687
C -1.8610 0.4475 -0.6809
C 5.3176 0.7396 -1.3364
C 2.7761 0.5492 -0.9827
C -6.3694 -1.1946 -0.0527
C -0.8226 1.2793 -1.4626
C -4.2379 0.2688 -1.6122
C 0.2126 -0.8998 4.5876
C -3.2854 1.0378 -0.6795
C 1.7371 1.5780 -1.4722
C 0.3542 0.3085 3.9602
C 0.4378 1.6045 -0.6490
C 5.6890 -0.7220 -1.1976
C 4.1106 1.1568 -0.5080
H 0.5236 0.9477 0.2118
H 7.2117 -2.6384 -1.0861
H 2.3416 0.0201 -0.1378
H 1.1974 0.9732 3.8846
H -1.5666 -2.2524 4.7267
H 4.8055 -1.3637 -1.1164
H 6.1843 -1.0278 -2.1238
H -3.9419 -0.7741 -1.6974
H 8.3863 -1.8611 -0.0375
H 4.0295 2.2398 -0.5800
H 1.5050 1.3353 -2.5062
H -5.6230 -1.3564 0.7234
H 0.9788 -1.4118 5.1441
H 2.1667 2.5726 -1.5072
H -7.3400 -1.0877 0.4299
H -6.2540 1.4238 -0.2842
H 7.0546 -2.7560 0.6626
H -0.5363 0.7260 -2.3517
H -1.2819 2.1996 -1.8101
H -6.7880 0.2585 -2.1538
H 5.1738 0.9745 -2.3894
H -4.2320 0.6935 -2.6102
H -1.8961 -0.5630 -1.0785
H -1.0247 1.4454 2.8372
H 6.1833 1.3041 -0.9976
H 2.9772 -0.2063 -1.7380
H -1.5314 0.3502 0.3489
H 0.3247 2.6126 -0.2548
H 4.3182 0.9545 0.5392
H -3.6544 1.0716 0.3443
H -3.2343 2.0593 -1.0398
H -2.7533 -0.3273 3.2370

The net atomic charges from natural (NBO), expressed in e, are: atom 1 (P): 1.039, atom 2 (O): -0.163, atom 3 (O): -0.445, atom 4 (O): -0.550, atom 5 (N): -0.515, atom 6 (N): 0.395, atom 7 (C): -0.099, atom 8 (C): -0.247, atom 9 (C): -0.283, atom 10 (C): -0.400, atom 11 (C): -0.417, atom 12 (C): -0.405, atom 13 (C): -0.379, atom 14 (C): -0.396, atom 15 (C): -0.713, atom 16 (C): -0.300, atom 17 (C): -0.402, atom 18 (C): -0.398, atom 19 (C): -0.070, atom 20 (C): -0.399, atom 21 (C): -0.055, atom 22 (C): -0.395, atom 23 (H): 0.200, atom 24 (H): 0.170, atom 25 (H): 0.200, atom 26 (H): 0.218, atom 27 (H): 0.224, atom 28 (H): 0.156, atom 29 (H): 0.163, atom 30 (H): 0.277, atom 31 (H): 0.185, atom 32 (H): 0.197, atom 33 (H): 0.199, atom 34 (H): 0.245, atom 35 (H): 0.231, atom 36 (H): 0.208, atom 37 (H): 0.255, atom 38 (H): 0.055, atom 39 (H): 0.175, atom 40 (H): 0.209, atom 41 (H): 0.195, atom 42 (H): 0.058, atom 43 (H): 0.200, atom 44 (H): 0.275, atom 45 (H): 0.206, atom 46 (H): 0.406, atom 47 (H): 0.226, atom 48 (H): 0.203, atom 49 (H): 0.223, atom 50 (H): 0.205, atom 51 (H): 0.210, atom 52 (H): 0.204, atom 53 (H): 0.227, atom 54 (H): 0.191


# 3
Formula: C5H11NP
Source: the Open Molecules 2025 dataset
Level of theory: ωB97M-V/def2-TZVPD

Output
net charge	+1
orbital gap (spin up / spin down)	6.33 / 6.35	eV
ΔE to the lowest compared entry with this formula, charge and spin	336.8	kJ/mol
E_tot	-592.7981	a.u.
spin multiplicity	1

Geometry (Å):
P 0.0507 2.0071 -0.0090
N -0.8580 -0.8864 0.6731
C 0.1307 -0.9482 1.6578
C -1.4507 1.8341 0.8073
C 1.5392 0.4224 -1.7419
C 0.3617 0.5663 -0.8845
C -0.3582 -0.6749 -0.6489
H -2.3114 1.3479 0.3299
H -0.1902 -1.2221 2.5872
H 0.6210 -0.0222 1.6544
H -1.1729 -0.8685 -1.2868
H 2.0775 -0.3855 -1.2918
H 0.8937 -1.7567 1.4662
H -1.9409 2.4820 1.4800
H 2.2566 1.2805 -1.8706
H 0.4190 -1.5223 -0.8076
H -1.4945 -1.7205 0.7978
H 1.4267 0.0670 -2.9124

The net atomic charges from natural (NBO), expressed in e, are: atom 1 (P): 0.735, atom 2 (N): -0.549, atom 3 (C): -0.419, atom 4 (C): -0.448, atom 5 (C): -0.733, atom 6 (C): -0.041, atom 7 (C): -0.342, atom 8 (H): 0.232, atom 9 (H): 0.230, atom 10 (H): 0.187, atom 11 (H): 0.277, atom 12 (H): 0.269, atom 13 (H): 0.177, atom 14 (H): 0.242, atom 15 (H): 0.272, atom 16 (H): 0.186, atom 17 (H): 0.408, atom 18 (H): 0.317


# 4
Formula: C18H18ClIN2O2
Source: the Open Molecules 2025 dataset
Level of theory: ωB97M-V/def2-TZVPD

Output
orbital gap	8.96	eV
ΔE to the lowest compared entry with this formula, charge and spin	250.0	kJ/mol
E_tot	-1714.4718	a.u.
spin multiplicity	1

Geometry (Å):
I -7.0770 -1.1011 -1.2857
Cl 1.3956 2.9698 -1.0797
O -0.1286 -0.1545 -1.9228
O 2.9601 1.3020 1.1666
N 0.2340 -0.8169 0.1721
N 1.6436 -0.4992 0.3821
C 0.7592 1.6276 1.1954
C 0.4998 2.7081 0.4171
C -2.1064 -0.5242 -0.9019
C -4.9837 -0.4385 -1.0236
C 1.9328 0.7638 0.9065
C 4.0191 -1.4060 0.7133
C -0.4550 3.5950 0.7918
C 2.7439 -1.3544 -0.2411
C -0.5968 -0.5223 -0.8840
C -1.2036 3.4536 1.9722
C 2.2721 -2.7719 -0.5916
C -1.1334 2.2699 2.6659
C -2.8062 -0.0677 -2.1160
C -2.8999 -0.9405 0.2760
C 3.2153 -0.6677 -1.5671
C -4.2084 -0.0308 -2.0809
C -4.2815 -0.8442 0.1146
C -0.1863 1.2600 2.1955
H -4.9292 -1.4235 0.7999
H 3.0010 -3.3293 -1.1776
H -0.3918 -0.8732 1.0385
H -2.3012 -0.0093 -3.1072
H -1.8213 1.9897 3.4678
H 4.7328 -2.1843 0.4332
H -0.1149 0.2949 2.7676
H 4.1000 -1.0853 -1.9165
H -4.7151 0.3184 -2.9802
H -0.5050 4.5847 0.3854
H 3.4822 -1.7354 1.6246
H -1.8252 4.2524 2.2644
H 3.4942 0.3331 -1.3101
H 2.4559 -0.8011 -2.3272
H 2.0655 -3.3435 0.2008
H -2.3175 -1.4772 1.0816
H 4.6601 -0.4689 0.6611
H 1.3207 -2.8523 -1.1805

The net atomic charges from natural (NBO), expressed in e, are: atom 1 (I): 0.136, atom 2 (Cl): 0.012, atom 3 (O): -0.588, atom 4 (O): -0.554, atom 5 (N): -0.461, atom 6 (N): -0.302, atom 7 (C): -0.145, atom 8 (C): 0.006, atom 9 (C): -0.110, atom 10 (C): -0.082, atom 11 (C): 0.683, atom 12 (C): -0.628, atom 13 (C): -0.220, atom 14 (C): 0.160, atom 15 (C): 0.634, atom 16 (C): -0.202, atom 17 (C): -0.619, atom 18 (C): -0.206, atom 19 (C): -0.147, atom 20 (C): -0.192, atom 21 (C): -0.623, atom 22 (C): -0.261, atom 23 (C): -0.263, atom 24 (C): -0.200, atom 25 (H): 0.221, atom 26 (H): 0.224, atom 27 (H): 0.389, atom 28 (H): 0.259, atom 29 (H): 0.220, atom 30 (H): 0.214, atom 31 (H): 0.213, atom 32 (H): 0.203, atom 33 (H): 0.225, atom 34 (H): 0.228, atom 35 (H): 0.214, atom 36 (H): 0.218, atom 37 (H): 0.219, atom 38 (H): 0.228, atom 39 (H): 0.204, atom 40 (H): 0.222, atom 41 (H): 0.248, atom 42 (H): 0.222


# 5
Formula: C3H6O
Source: the Open Molecules 2025 dataset
Level of theory: ωB97M-V/def2-TZVPD

Output
orbital gap	9.63	eV
ΔE to the lowest compared entry with this formula, charge and spin	311.4	kJ/mol
E_tot	-193.0246	a.u.
spin multiplicity	1

Geometry (Å):
O -0.4693 1.5396 -1.0997
C 1.0196 -0.3025 0.0160
C -0.7966 0.0764 0.7333
C -0.6942 0.4243 -0.6496
H 1.0879 -1.3589 0.2404
H -0.8390 -0.4965 -1.2401
H 1.6531 0.3575 0.5873
H -1.0830 -0.9209 1.0635
H -1.2081 0.8657 1.3984
H 1.3295 -0.1846 -1.0495

The net atomic charges from natural (NBO), expressed in e, are: atom 1 (O): -0.647, atom 2 (C): -0.555, atom 3 (C): -0.357, atom 4 (C): 0.307, atom 5 (H): 0.209, atom 6 (H): 0.112, atom 7 (H): 0.231, atom 8 (H): 0.209, atom 9 (H): 0.234, atom 10 (H): 0.256


> E_tot of number 1 (C4H4LuO2)?

-1539.9491 a.u.